# C3H12N2O

A 2-piece molecular cluster, C3H12N2O overall at a distorted geometry (wB97M-V/def2-TZVPD, the Open Molecules 2025 dataset).

Its structure (SMILES) is CNN.COC. The calculation puts the LUMO energy at 1.063 eV. The calculation puts the HOMO energy at -8.2 eV. Its spin multiplicity is 1. The net charge is 0. The calculation puts the gap between HOMO and LUMO at 9.3 eV.

```
18
Properties=species:S:1:pos:R:3:nbo_charge:R:1
C 2.28151 0.61179 -0.34654 -0.417
N 1.24079 -0.38183 -0.18875 -0.521
N 1.35440 -1.29311 0.87976 -0.656
H 3.22571 0.11037 -0.58021 0.172
H 2.00439 1.26432 -1.17162 0.205
H 2.43412 1.21225 0.56162 0.156
H 0.37267 -0.15911 -0.66030 0.397
H 2.16615 -1.88496 0.71258 0.339
H 1.53674 -0.79920 1.75833 0.318
C -1.28670 0.36833 1.01333 -0.270
O -1.37685 0.78068 -0.50602 -0.578
C -2.28082 -0.00647 -1.22287 -0.249
H -0.64186 0.99979 1.62303 0.204
H -2.32474 0.56414 1.29472 0.177
H -1.13918 -0.70791 1.10596 0.205
H -3.27885 0.00401 -0.75274 0.161
H -2.32123 0.37574 -2.24633 0.195
H -1.96627 -1.05884 -1.27396 0.162
```

# C39H33Cl3LaN3OP2S2

C39H33Cl3LaN3OP2S2 as an isolated structure at a distorted geometry (wB97M-V/def2-TZVPD, the Open Molecules 2025 dataset).

The calculation puts the LUMO energy at -5.820 eV. The calculation puts the HOMO energy at -12.4 eV. Its spin multiplicity is 1. The net charge is +2. The calculation puts the gap between HOMO and LUMO at 6.6 eV.

```
84
Properties=species:S:1:pos:R:3:lowdin_charge:R:1
La -0.28861 0.79462 1.83369 1.978
Cl 5.90416 4.71557 -0.23616 0.754
C 4.36865 4.14323 0.16249 -0.699
C 4.16806 3.42553 1.33809 -0.105
C 2.88900 2.88054 1.51227 -0.594
Cl 2.46859 2.14126 3.00948 0.715
C 1.94608 2.93315 0.46304 -0.449
O 0.93496 2.10858 0.53264 -0.473
C 2.16283 3.78780 -0.70756 -0.600
Cl 0.88012 3.97635 -1.82351 0.745
C 3.39567 4.34830 -0.83006 -0.130
H 4.92762 3.38434 2.13238 0.125
H 3.65356 4.95453 -1.67120 0.108
C -1.51849 -2.63062 -2.45618 -0.105
N -0.55501 -1.68432 -1.78256 -0.481
P 0.32302 -2.19094 -0.39782 0.926
C 0.83381 -3.88843 -0.72815 -0.415
C 1.42715 -4.16713 -1.94675 -0.080
C 1.97336 -5.44890 -2.20572 -0.050
C 1.99237 -6.39897 -1.20422 -0.049
C 1.44386 -6.08300 0.07833 -0.059
C 0.86744 -4.84616 0.28982 -0.118
C 1.93691 -1.42982 -0.65682 -0.395
C 2.97567 -1.83991 0.24387 -0.092
C 4.21085 -1.20599 0.20380 -0.082
C 4.46391 -0.18527 -0.69830 -0.058
C 3.41646 0.27484 -1.52841 -0.062
C 2.19736 -0.38713 -1.56906 -0.123
P -0.83813 0.05434 -1.70873 0.985
C -1.16204 0.41318 -3.43856 -0.371
C -0.33105 1.20873 -4.24139 -0.071
C -0.72734 1.46338 -5.56698 -0.056
C -1.90226 0.93834 -6.07540 -0.058
C -2.76082 0.22641 -5.23184 -0.043
C -2.38197 -0.06401 -3.91247 -0.129
C -2.40188 0.20689 -0.81109 -0.415
C -2.61985 -0.45418 0.39935 -0.241
C -3.83345 -0.18314 1.07388 -0.086
C -4.85655 0.61094 0.55737 -0.048
C -4.56421 1.30454 -0.61769 -0.057
C -3.33271 1.19648 -1.25759 -0.076
H -1.42641 -2.58313 -3.53081 0.079
H -2.55766 -2.41199 -2.16115 0.078
H -1.26104 -3.65736 -2.14023 0.077
H 1.42655 -3.37983 -2.68766 0.111
H 2.28958 -5.70972 -3.20899 0.112
H 2.42627 -7.38842 -1.39478 0.118
H 1.46265 -6.84843 0.83543 0.104
H 0.40451 -4.63273 1.27946 0.102
H 2.73975 -2.63895 0.93836 0.095
H 4.95058 -1.45978 0.95926 0.112
H 5.44606 0.25993 -0.79456 0.112
H 3.58499 1.19706 -2.08089 0.111
H 1.44021 -0.09351 -2.32217 0.052
H 0.58637 1.58111 -3.84995 0.072
H -0.13313 2.11063 -6.20642 0.115
H -2.18086 1.08468 -7.10706 0.114
H -3.74491 -0.15635 -5.57654 0.125
H -3.01342 -0.64420 -3.27396 0.083
H -1.96097 -1.25569 0.79355 0.041
H -3.91905 -0.57811 2.05937 0.099
H -5.81595 0.68912 1.04399 0.116
H -5.30570 1.98937 -1.03430 0.123
H -3.07126 1.82945 -2.11297 0.120
C -2.42263 3.97779 1.39612 -0.063
C -2.17601 3.46085 2.75018 -0.583
N -1.82955 2.19813 3.04656 -0.139
C -1.82803 1.93303 4.43439 -0.308
C -2.17966 3.06990 5.15872 -0.304
S -2.53329 4.41736 4.16692 1.170
C -1.16318 0.79817 5.01167 -0.366
C -0.74450 0.64039 6.31601 -0.308
S 0.24390 -0.74729 6.52884 1.154
C -0.01704 -1.16288 4.84898 -0.565
N -0.70399 -0.20133 4.17697 -0.109
C 0.42696 -2.46257 4.27962 -0.063
H -1.87244 3.44364 0.59703 0.077
H -2.09122 5.03503 1.33997 0.106
H -3.49137 3.94093 1.11263 0.108
H -2.26288 3.14484 6.24327 0.096
H -1.02051 1.28260 7.16341 0.100
H -0.11651 -3.28885 4.79424 0.114
H 1.47629 -2.68971 4.46772 0.096
H 0.25145 -2.49711 3.21352 0.051
```

# C3H5NO2S

A 2-piece molecular cluster, C3H5NO2S overall at a distorted geometry (wB97M-V/def2-TZVPD, the Open Molecules 2025 dataset).

The calculation puts the LUMO energy at -0.845 eV. The calculation puts the HOMO energy at -8.7 eV. Its spin multiplicity is 1. The net charge is 0. The calculation puts the gap between HOMO and LUMO at 7.9 eV.

```
12
Properties=species:S:1:pos:R:3:nbo_charge:R:1
C 1.42710 -0.67470 0.25085 -0.325
C -0.52213 -0.01992 -0.59586 0.384
C -1.96490 -0.59453 -0.20950 -0.320
H 2.10928 -1.58697 0.08934 0.219
H 0.83223 -0.52255 1.40981 0.201
H 1.91110 0.39345 0.00181 0.251
H -1.93127 -1.92246 0.45348 0.222
H 0.81224 2.53832 0.40477 0.488
N -0.48053 1.28740 -0.27019 -0.143
O 0.43532 -0.93917 -0.92061 -0.510
O 0.78202 1.73566 -0.40675 -0.549
S -3.41046 0.30549 -0.20714 0.081
```

# C35H74NO17

A 10-piece molecular cluster, C35H74NO17 overall at a distorted geometry (wB97M-V/def2-TZVPD, the Open Molecules 2025 dataset).

The calculation puts the LUMO energy at -2.427 eV. The calculation puts the HOMO energy at -11.9 eV. Its spin multiplicity is 1. The net charge is +1. The calculation puts the gap between HOMO and LUMO at 9.5 eV.

```
127
Properties=species:S:1:pos:R:3:lowdin_charge:R:1
N 58.90900 14.55400 37.95000 0.307
H 59.62600 14.37200 37.31900 0.067
H 59.20700 14.47600 38.88400 0.071
H 58.03600 13.91300 37.86000 0.134
H 58.59300 15.50500 37.77000 0.078
O 59.70100 16.43500 39.88300 0.024
C 59.29300 17.18700 40.83700 -0.476
O 58.90400 18.45200 40.90400 -0.019
C 59.25000 19.18000 39.71800 -0.257
C 58.67700 20.54100 39.78700 -0.040
C 59.02000 16.56400 42.24000 0.003
H 58.98100 18.59400 38.86400 0.096
H 60.36300 18.97400 39.60700 0.142
H 59.18800 21.19500 39.05300 0.103
H 58.84400 20.97500 40.87500 0.135
H 57.68900 20.27400 39.78900 0.037
H 57.87500 16.26500 42.57200 0.141
H 59.64100 17.13600 43.01800 0.097
H 59.67500 15.62300 42.27000 0.084
O 55.04600 16.92600 34.41400 0.065
C 56.06900 17.57800 34.63300 -0.541
O 56.73500 18.40600 33.80500 -0.034
C 55.93300 18.71800 32.55100 -0.133
C 56.97100 19.62400 31.82700 -0.096
C 56.55000 17.68300 36.00500 0.021
H 55.11200 19.32800 32.80900 0.099
H 55.56100 17.76200 32.06000 0.140
H 57.04700 20.62100 32.39400 0.095
H 56.65800 20.02900 30.80300 0.087
H 57.92000 19.32100 31.34600 0.057
H 57.09400 18.38700 36.31500 -0.021
H 57.11100 16.66800 36.31600 0.129
H 55.67200 17.60700 36.71700 0.114
O 61.49100 14.69400 35.17400 0.049
C 62.08300 15.36700 34.27600 -0.442
O 61.38200 15.83200 33.18700 -0.005
C 59.99100 15.73100 33.11900 -0.270
C 59.44500 16.34000 31.80900 -0.087
C 63.48700 15.74100 34.17100 0.018
H 59.39500 16.19900 33.85500 0.077
H 59.55700 14.64000 33.16200 0.147
H 59.63000 17.42400 31.40300 0.099
H 58.42700 16.01900 31.49400 0.071
H 59.88800 15.60500 31.01100 0.095
H 63.53100 16.75400 33.94200 0.072
H 63.98200 15.18200 33.43200 0.082
H 64.12400 15.55600 35.14000 0.133
O 56.44100 15.64200 39.18700 0.086
C 55.91800 16.13300 40.17300 -0.357
O 55.31500 15.34000 41.27600 -0.069
C 55.49900 13.97500 41.25300 -0.301
C 54.66700 13.30300 42.39100 -0.053
C 55.66100 17.64400 40.42100 0.050
H 56.50400 13.85100 41.44400 0.087
H 55.16800 13.62500 40.28700 0.111
H 54.86400 13.68200 43.39100 0.058
H 54.71200 12.20000 42.21300 0.053
H 53.39200 13.51500 42.30000 0.154
H 55.10300 18.15400 39.47500 0.152
H 56.59100 18.11400 40.58100 0.039
H 54.98100 17.79800 41.14500 0.030
O 57.35200 13.94700 35.42300 0.031
C 56.84100 12.97600 34.84300 -0.563
O 55.62800 12.56000 34.92500 -0.005
C 54.77500 13.15100 35.96600 -0.134
C 53.42700 12.36500 35.89400 -0.027
C 57.75200 12.16800 33.84700 0.003
H 54.74900 14.22900 35.53300 0.159
H 55.30300 13.15000 36.82000 0.054
H 53.15900 12.70200 34.96200 0.046
H 52.58600 12.75500 36.45600 0.082
H 53.43900 11.29800 36.06000 0.067
H 57.80300 12.64500 32.76500 0.108
H 57.25800 11.19200 33.73100 0.052
H 58.90700 12.10300 34.35200 0.147
O 59.71900 17.12400 36.65600 0.092
C 60.77700 17.66700 36.46200 -0.508
O 61.03300 18.86000 35.76300 -0.037
C 60.03200 19.39700 34.91600 -0.204
C 60.46300 20.58700 34.01000 -0.041
C 61.95200 17.22400 37.19800 0.001
H 59.17700 19.75100 35.48300 0.109
H 59.77500 18.40600 34.24000 0.161
H 60.61500 21.44500 34.49800 0.021
H 59.54300 20.85400 33.39700 0.089
H 61.15400 20.43600 33.19700 0.073
H 62.96100 17.26700 36.60300 0.114
H 62.03500 16.18100 37.32300 0.033
H 62.18400 17.84900 38.16500 0.139
O 61.74500 14.10400 39.41400 0.084
C 62.62600 13.28600 39.57700 -0.477
O 63.46000 12.68300 38.64100 -0.052
C 63.26900 13.04000 37.23700 -0.238
C 64.29000 12.37100 36.35900 -0.068
C 62.88300 12.64600 40.98200 0.035
H 63.43600 14.22300 37.27100 0.143
H 62.21500 12.85500 37.07300 0.085
H 65.35400 12.54100 36.75400 0.110
H 64.23000 12.60100 35.34500 0.038
H 64.12800 11.22500 36.46500 0.108
H 63.87700 12.45300 41.43500 0.098
H 62.60200 11.55400 40.88400 0.088
H 62.32900 13.32800 41.45500 0.023
O 57.15800 12.15400 39.16900 0.062
C 56.93300 11.00500 39.53900 -0.579
O 56.55800 9.96300 38.81900 0.020
C 56.20700 10.20500 37.43200 -0.181
C 55.75400 8.98100 36.58900 -0.054
C 57.13400 10.60900 40.93500 0.037
H 56.94500 10.69500 36.99500 0.050
H 55.20400 10.82400 37.40900 0.146
H 55.57100 9.25000 35.56200 0.066
H 54.96400 8.50300 37.18500 0.080
H 56.52100 8.09500 36.44100 0.107
H 58.04400 11.34800 41.21000 0.156
H 57.52200 9.63200 40.89800 0.072
H 56.19200 10.81900 41.31200 0.056
C 60.48100 10.47000 39.24500 -0.048
C 59.98500 10.61500 37.83400 -0.172
O 59.78800 12.05500 37.45000 -0.130
C 59.71900 9.36100 37.00100 0.025
H 61.50900 10.12900 39.39800 0.088
H 59.89100 9.77200 39.86400 0.086
H 60.37200 11.47900 39.82800 0.113
H 60.65200 8.82600 36.84500 0.120
H 59.40500 9.57300 36.10600 0.026
H 59.04900 8.87400 37.49800 0.024
```

Number 1: DFT total energy -306.1453 Ha. Number 2: DFT total energy -4636.3086 Ha. Number 3: DFT total energy -720.4699 Ha. Number 4: DFT total energy -2711.2490 Ha.